1.
The following is a quantum chemistry calculation of a molecular structure, C5H5ClO2 at a distorted geometry, from the OMol25 dataset.

```
13
C5H5ClO2 ωB97M-V with the def2-TZVPD basis set
Cl 1.28326 0.08671 2.01177
O -0.00614 -1.86955 -1.24835
O -0.62436 1.49748 -1.00836
C 0.16863 0.20154 0.69128
C -1.42645 0.25839 -0.84572
C -1.13621 -0.02416 0.62146
C -0.26333 -0.52521 -1.53392
C 0.49704 0.61986 -0.73442
H -0.30932 -0.22723 -2.59030
H -1.83650 -0.33808 1.36341
H -0.69265 -2.39674 -1.76273
H 1.48192 1.00468 -1.03852
H -2.45301 0.27744 -1.31029
```

Summary:
- Frontier orbital gap: 9.76 eV
- Energy above the lowest of the compared OMol25 structures with the same formula, charge and spin: 252.81 kJ/mol
- E: -21880.428 eV

natural (NBO) atomic charge list, values in e, 6 entries: 0.03, -0.70, -0.50, -0.02, 0.01, -0.24

=====

2.
The following is a quantum chemistry calculation of a molecular structure, C5H5ClOS at a distorted geometry, from the OMol25 dataset.

```
13
C5H5ClOS ωB97M-V with the def2-TZVPD basis set
Cl -0.47962 2.39662 0.31402
S 3.11487 0.91814 -0.62676
O 1.77184 -0.58785 0.87693
C 0.23077 0.64881 0.14133
C 0.38671 -0.37815 1.32670
C -1.58087 -0.73687 -0.93829
C -0.65685 0.14952 -0.99312
C 1.71035 0.41441 0.03120
H 0.29929 -0.06478 2.48914
H -0.34604 -1.24573 0.76538
H -1.88710 -1.10943 0.11362
H -2.19895 -1.03846 -1.71404
H -0.36440 0.63378 -1.78611
```

Summary:
- Frontier orbital gap: 8.66 eV
- Energy above the lowest of the compared OMol25 structures with the same formula, charge and spin: 322.97 kJ/mol
- E: -30667.188 eV

natural (NBO) atomic charge list, values in e, 6 entries: -0.05, 0.00, -0.46, -0.10, -0.13, -0.36

=====

3.
The following is a quantum chemistry calculation of a single C5H5ClOS molecule at a distorted geometry, from the OMol25 dataset.

```
13
C5H5ClOS ωB97M-V with the def2-TZVPD basis set
Cl -0.15093 2.33458 -0.24146
S 3.00016 0.37891 -0.94598
O 1.68308 -0.05126 1.41937
C -1.64343 -0.89855 -0.91092
C 0.21482 0.55087 0.00014
C -0.49153 -0.24010 -1.08359
C 1.77622 0.30482 0.12942
C 0.22217 0.06328 1.49829
H -2.23669 -0.80942 -0.00061
H 0.11170 -0.22687 -2.00128
H -0.23713 -0.90996 1.68842
H -2.15604 -1.35348 -1.75326
H -0.09238 0.85719 2.20146
```

Summary:
- Structure (SMILES): C=C[C@@]1(Cl)COC1=S
- Frontier orbital gap: 9.01 eV
- Energy above the lowest of the compared OMol25 structures with the same formula, charge and spin: 126.89 kJ/mol
- E: -30669.220 eV

natural (NBO) atomic charge list, values in e, 6 entries: -0.03, 0.00, -0.47, -0.36, -0.13, -0.21

=====

4.
The following is a quantum chemistry calculation of a single C5H5F molecule at a distorted geometry, from the OMol25 dataset.

```
11
C5H5F ωB97M-V with the def2-TZVPD basis set
F -1.59690 0.84922 -1.89496
C 0.50329 -0.24391 0.02598
C 0.71079 -0.62694 1.32844
C 0.42088 0.15717 -1.08437
C -0.26914 -0.77160 2.24692
C -0.18912 0.82462 -2.15644
H 1.70713 -1.00103 1.57305
H -1.30456 -0.59534 1.93396
H 0.25238 1.85719 -2.15265
H -0.01801 0.33110 -3.15054
H -0.21675 -0.78048 3.33063
```

Summary:
- Structure (SMILES): C=CC#CCF
- Frontier orbital gap: 9.84 eV
- Energy above the lowest of the compared OMol25 structures with the same formula, charge and spin: 199.27 kJ/mol
- E: -7980.178 eV

natural (NBO) atomic charge list, values in e, 6 entries: -0.36, 0.02, -0.28, -0.04, -0.34, -0.03

=====

5.
The following is a quantum chemistry calculation of a single C5H5F3N4O molecule at a distorted geometry, from the OMol25 dataset.

```
18
C5H5F3N4O ωB97M-V with the def2-TZVPD basis set
F 3.54596 0.12690 0.94628
F 3.37698 0.11283 -1.23185
F 3.05102 -1.68131 -0.17932
O 1.48359 -0.15403 -0.00286
N -1.00810 -1.23584 -0.01488
N -1.93630 -2.13944 -0.03783
N -0.68932 1.09121 0.05411
N 1.18681 2.23155 0.37941
C -1.47528 0.01220 -0.20991
C -3.07815 -1.43685 -0.22764
C -2.88882 -0.10691 -0.37366
C 0.52767 1.06279 0.17449
C 2.85330 -0.35327 -0.11194
H 2.13997 2.16678 0.71580
H 0.56747 2.96578 0.45265
H -4.01174 -1.94522 -0.28989
H -3.62104 0.76741 -0.14991
H -0.02400 -1.48455 0.10694
```

Summary:
- Structure (SMILES): N/C(=N/c1ccn[nH]1)OC(F)(F)F
- Frontier orbital gap: 8.89 eV
- Energy above the lowest of the compared OMol25 structures with the same formula, charge and spin: 0.00 kJ/mol
- E: -21425.101 eV

natural (NBO) atomic charge list, values in e, 6 entries: -0.32, -0.31, -0.31, -0.64, -0.32, -0.26

=====

6.
The following is a quantum chemistry calculation of a single C5H5FINO5 molecule at a distorted geometry, from the OMol25 dataset.

```
18
C5H5FINO5 ωB97M-V with the def2-TZVPD basis set
I -0.61877 0.54130 2.78876
F -1.04321 -2.49990 1.39727
O 1.77593 0.39944 0.46932
O -3.09051 1.00312 1.31335
O 3.67321 0.88050 1.18752
O 1.13690 -2.46588 0.78122
O -0.24163 -1.67898 -0.85842
N 2.78810 1.31155 0.51738
C -0.03936 -2.15993 0.43578
C 1.11829 0.53605 -0.79813
C -1.88439 0.67614 1.04023
C -0.27360 -0.23493 -1.01991
C -1.58662 0.51009 -0.49025
H 0.92168 1.65504 -1.01684
H -1.58710 1.56250 -0.98162
H -0.39924 -0.13607 -2.17963
H -2.49219 -0.02891 -0.97694
H 1.84252 0.12889 -1.60908
```

Summary:
- Structure (SMILES): O=NOC[C@H](CC(=O)I)OC(=O)F
- Frontier orbital gap: 9.63 eV
- E: -27805.999 eV

natural (NBO) atomic charge list, values in e, 6 entries: 0.15, -0.32, -0.38, -0.52, -0.26, -0.51

=====

7.
The following is a quantum chemistry calculation of a molecular structure, C5H5FLiMnO4 at a distorted geometry, from the OMol25 dataset.

```
17
C5H5FLiMnO4 ωB97M-V with the def2-TZVPD basis set
Mn 0.53105 1.14293 -1.29257
F 1.12555 2.13257 0.34197
O -3.11752 -0.49652 -0.48969
O -2.53343 1.21117 -1.85906
O -1.02252 0.13453 -0.59389
O 2.00902 0.00271 -0.92130
C -1.04601 -0.84872 0.47679
C -2.43195 -1.35391 0.35068
C -2.29136 0.36529 -1.06195
C 2.12274 1.35836 0.96889
C 2.41344 0.20845 0.34198
Li 2.81191 -1.30798 -1.93703
H 3.04520 -0.51159 0.87298
H -3.02090 -1.87326 1.10217
H -0.16939 -1.57223 0.33485
H 2.38772 1.73082 1.95057
H -0.81356 -0.32261 1.41461
```

Summary:
- Charge: +2
- Frontier orbital gap (spin up / spin down): 6.90 / 8.64 eV
- Energy above the lowest of the compared OMol25 structures with the same formula, charge and spin: 63.06 kJ/mol
- Expectation value of S²: 12.0068
- 2S+1: 7
- E: -47680.117 eV

natural (NBO) atomic charge list, values in e, 6 entries: 1.71, -0.40, -0.41, -0.50, -0.65, -1.03

=====

8.
The following is a quantum chemistry calculation of a molecular structure, C5H5FLiO4Tm at a distorted geometry, from the OMol25 dataset.

```
17
C5H5FLiO4Tm ωB97M-V with the def2-TZVPD basis set
Tm 0.45605 1.15229 -1.75559
F 1.38859 2.18513 0.02012
O 1.99513 -0.15606 -0.96611
O -1.41557 0.06837 -0.58112
O -2.94981 1.65297 -1.07366
O -3.48641 -0.28010 -0.00411
C 2.23263 0.01977 0.40426
C -1.44760 -1.15441 0.12143
C -2.68466 0.61163 -0.56938
C 2.42708 1.46433 0.62899
C -2.75248 -1.39153 0.36875
Li 2.95580 -1.35147 -1.94308
H 1.60151 -0.24699 1.27987
H -3.25492 -2.15491 0.95236
H 2.76278 -1.00785 0.82568
H 2.74893 1.94225 1.55163
H -0.57707 -1.35340 0.73996
```

Summary:
- Charge: +3
- Frontier orbital gap (spin up / spin down): 6.28 / 4.93 eV
- Energy above the lowest of the compared OMol25 structures with the same formula, charge and spin: 0.00 kJ/mol
- Expectation value of S²: 3.7551
- 2S+1: 4
- E: -45873.459 eV

natural (NBO) atomic charge list, values in e, 6 entries: 2.60, -0.42, -1.08, -0.67, -0.49, -0.37

=====

9.
The following is a quantum chemistry calculation of a single C5H5INP molecule at a distorted geometry, from the OMol25 dataset.

```
13
C5H5INP ωB97M-V with the def2-TZVPD basis set
I -0.77965 0.52123 -4.03796
P -2.56263 0.59332 0.14431
N 1.34065 -0.38523 -2.08081
C 0.19705 0.09670 -2.27718
C 1.93198 -0.70822 -0.89392
C -0.83643 0.14847 0.02997
C 0.16561 -0.10940 0.79382
C 1.45652 -0.48140 0.37497
H -0.08209 -0.10139 1.85074
H 2.92681 -1.15363 -1.06722
H -2.32363 1.40087 -0.96319
H -2.97643 -0.66228 -0.43036
H 2.32655 -0.63438 1.12768
```

Summary:
- Frontier orbital gap (spin up / spin down): 7.17 / 7.39 eV
- Energy above the lowest of the compared OMol25 structures with the same formula, charge and spin: 343.28 kJ/mol
- E: -24139.756 eV

natural (NBO) atomic charge list, values in e, 6 entries: 0.22, 0.33, -0.53, 0.11, 0.00, -0.18

=====

10.
The following is a quantum chemistry calculation of a single C5H5N molecule at a distorted geometry, from the OMol25 dataset.

```
11
C5H5N ωB97M-V with the def2-TZVPD basis set
N -2.11113 -0.31710 -0.04864
C 1.68724 0.29698 -0.07803
C 0.20331 0.06506 0.03712
C -0.81966 -0.95326 0.06653
C 0.60731 1.30901 0.08699
C -2.80250 0.62037 -0.01298
H 2.43909 -0.04909 0.79785
H -0.84481 -1.75707 -0.78455
H 2.23433 0.06116 -0.95347
H -0.93738 -1.59717 0.92102
H 0.34421 2.32110 -0.03184
```

Summary:
- Frontier orbital gap: 10.41 eV
- Energy above the lowest of the compared OMol25 structures with the same formula, charge and spin: 424.35 kJ/mol
- E: -6751.510 eV

natural (NBO) atomic charge list, values in e, 6 entries: -0.53, -0.41, 0.00, -0.28, -0.15, 0.30

=====

Number 2 is which compound? C5H5ClOS

=====

Please write out number 2 again, unchanged.
The following is a quantum chemistry calculation of a molecular structure, C5H5ClOS at a distorted geometry, from the OMol25 dataset.

```
13
C5H5ClOS ωB97M-V with the def2-TZVPD basis set
Cl -0.47962 2.39662 0.31402
S 3.11487 0.91814 -0.62676
O 1.77184 -0.58785 0.87693
C 0.23077 0.64881 0.14133
C 0.38671 -0.37815 1.32670
C -1.58087 -0.73687 -0.93829
C -0.65685 0.14952 -0.99312
C 1.71035 0.41441 0.03120
H 0.29929 -0.06478 2.48914
H -0.34604 -1.24573 0.76538
H -1.88710 -1.10943 0.11362
H -2.19895 -1.03846 -1.71404
H -0.36440 0.63378 -1.78611
```

Summary:
- Frontier orbital gap: 8.66 eV
- Energy above the lowest of the compared OMol25 structures with the same formula, charge and spin: 322.97 kJ/mol
- E: -30667.188 eV

natural (NBO) atomic charge list, values in e, 6 entries: -0.05, 0.00, -0.46, -0.10, -0.13, -0.36

=====

Which value of E does entry 8 give? -45873.459 eV